(1)
DFT (the ωB97M-V functional and the def2-TZVPD basis) results for a molecular structure, C11H23BiClNO2P2.

Geometry as XYZ:
```
41
Properties=species:S:1:pos:R:3:forces:R:3
Bi -0.180891 1.055083 0.985340 -0.842 -1.289 1.940
P -2.561171 1.344908 -0.088146 -1.106 0.979 -0.930
C -2.506192 0.017408 -1.366841 -0.172 0.012 0.593
C -1.175174 -0.150467 -2.081953 0.609 -0.076 0.044
N -0.041914 0.190063 -1.415351 0.145 -0.238 -0.816
C 1.165593 -0.002621 -2.006873 -0.527 0.058 -0.090
C 1.274582 -0.530889 -3.293197 0.052 -0.051 0.109
C 0.110969 -0.897418 -3.982683 -0.021 0.195 0.404
C -1.129864 -0.706109 -3.360073 -0.047 0.055 0.000
C 2.415697 0.443742 -1.260340 0.317 0.160 0.477
P 2.307058 0.422004 0.581529 1.611 0.197 -0.515
H -2.079940 -0.981850 -3.839134 0.611 0.108 0.102
H 2.280412 -0.642131 -3.723990 -0.652 -0.032 0.084
H 0.171913 -1.321605 -4.986500 -0.033 0.134 0.323
H 3.280003 -0.210476 -1.482211 -0.357 0.399 -0.270
H 2.673970 1.495678 -1.508108 -0.064 -0.581 -0.102
H -2.784154 -0.914089 -0.814053 0.116 0.496 -0.602
H -3.308541 0.299526 -2.073238 0.280 -0.448 0.188
H -0.968035 -3.379382 2.631127 -0.476 -0.403 -0.056
O -1.698637 -3.858087 2.199042 0.832 0.035 -0.071
H -1.324357 -4.740280 2.023068 -0.319 0.422 0.146
H 2.131237 -1.525648 4.440230 -0.153 -0.534 0.475
O 1.968315 -2.416920 4.800143 0.417 0.740 -0.087
H 2.467298 -2.416272 5.636607 -0.297 -0.135 -0.367
C 2.712185 -1.274226 1.122679 -0.452 0.031 0.199
H 3.742305 -1.485024 0.768609 -0.538 0.001 0.272
H 2.642545 -1.350514 2.230224 0.184 -0.018 -0.764
H 1.986349 -1.981800 0.673400 0.486 0.294 0.216
C 3.551938 1.567965 1.266336 -0.064 -0.019 -0.142
H 3.479095 1.551244 2.374633 0.137 -0.008 -0.680
H 4.549663 1.221100 0.921958 -0.470 0.358 0.329
H 3.334837 2.594942 0.904200 0.251 -0.612 0.220
C -2.836853 2.933939 -0.946133 -0.024 -0.081 0.083
H -3.799764 2.853351 -1.490534 0.502 0.273 0.225
H -2.869015 3.749641 -0.193528 -0.080 -0.462 -0.501
H -1.999354 3.119563 -1.647981 -0.528 -0.087 0.312
C -3.971367 1.002774 1.023761 0.344 -0.094 0.156
H -4.007934 1.786226 1.810094 -0.063 -0.448 -0.519
H -4.896300 1.008771 0.408461 0.471 -0.031 0.436
H -3.814439 0.014005 1.505194 -0.237 0.564 -0.292
Cl -0.292068 2.113876 3.254231 0.157 0.134 -0.527
```
Positions in Å, forces in eV/Å.

Values from the calculation:
HOMO (alpha / beta), eV: -14.953 / -14.599
DFT total energy, eV: -54289.700
Maximum force, eV/Å: 2.5
Total charge: +2

Results of the natural (NBO) charge analysis, in e, for atoms 1 through 4: Bi 0.957; P 1.073; C -0.766; C 0.224

***

(2)
DFT (the ωB97M-V functional and the def2-TZVPD basis) results for a molecular structure, C11H23Br2FO4SSi2.

Geometry as XYZ:
```
44
Properties=species:S:1:pos:R:3:forces:R:3
C -1.927787 -4.402632 2.780485 0.049 0.308 -0.060
C -2.723439 -3.158009 2.383402 0.338 -0.277 -0.212
C -1.765151 -2.053351 1.981066 -0.424 -0.112 0.206
O -2.473185 -0.930255 1.506597 -0.167 -0.115 0.107
C -1.783338 0.298632 1.668648 0.087 0.030 -0.563
Si -0.170855 0.424802 0.669107 -0.366 -0.286 0.739
C 1.290568 -0.150852 1.674384 -0.134 -0.254 -0.057
C 1.523317 0.776054 2.881894 0.198 -0.195 -0.021
C 2.701862 1.736710 2.703744 -0.317 0.266 0.318
F 3.095407 1.832420 1.379448 0.114 0.078 -0.277
O -0.435034 -0.471603 -0.727755 0.519 1.057 -0.160
Si -0.247430 0.117437 -2.244388 0.022 -1.349 -0.021
C 1.504189 -0.079409 -2.884746 0.207 0.310 -0.640
Br 2.794954 -0.801058 -1.695902 -0.155 0.139 0.010
C 1.820185 0.204531 -4.162203 -0.003 -0.291 0.454
C 0.862524 0.709983 -5.201175 0.364 -0.064 -0.088
Br 3.579048 -0.040997 -4.844907 -0.107 0.048 0.143
S -0.964498 2.210759 -2.425150 -0.520 0.505 -0.342
C 0.414128 3.298810 -2.204614 0.218 0.121 -0.025
O -1.963418 2.469229 -1.412008 0.191 -0.097 0.399
O -1.389434 2.376645 -3.802817 0.274 -0.193 -0.140
H -1.458252 -4.847715 1.905993 -0.005 -0.122 -0.095
H -1.119104 -4.135998 3.460764 0.002 -0.051 0.198
H -2.556195 -5.146544 3.258290 -0.044 -0.122 0.042
H -3.351052 -3.406148 1.529890 -0.232 0.108 -0.025
H -3.357092 -2.827245 3.200713 -0.122 0.115 0.070
H -1.183998 -1.774407 2.864977 0.252 0.030 0.040
H -1.101982 -2.451360 1.207433 0.290 0.135 -0.080
H -2.452216 1.058674 1.266325 -0.067 0.116 0.017
H -1.633687 0.529375 2.728080 0.056 -0.010 0.161
H 0.030768 1.862669 0.387389 0.128 -0.030 -0.197
H 1.089141 -1.161713 2.026010 -0.060 -0.113 0.017
H 2.183654 -0.219932 1.066338 0.130 0.030 -0.114
H 0.633887 1.350757 3.134901 -0.168 0.067 -0.048
H 1.730357 0.152974 3.748982 -0.014 0.033 0.170
H 3.563802 1.440803 3.294302 0.192 -0.212 -0.094
H 2.421533 2.738698 3.023108 0.011 0.122 -0.004
H -1.134418 -0.647426 -3.130448 -0.160 0.208 -0.054
H 1.227396 0.438079 -6.185841 -0.008 -0.098 -0.092
H -0.130250 0.290588 -5.083717 -0.214 0.104 0.163
H 0.812755 1.794504 -5.176077 -0.178 0.143 0.046
H 0.043662 4.294901 -2.430896 -0.142 0.104 0.042
H 0.809333 3.251662 -1.196339 -0.059 -0.054 0.151
H 1.189347 3.046957 -2.923286 0.025 -0.131 -0.081
```
Positions in Å, forces in eV/Å.

Values from the calculation:
HOMO, eV: -9.291
DFT total energy, eV: -189364.116
Maximum force, eV/Å: 1.3

Results of the natural (NBO) charge analysis, in e, for atoms 1 through 4: C -0.606; C -0.409; C -0.060; O -0.536

***

(3)
DFT (the ωB97M-V functional and the def2-TZVPD basis) results for a molecular structure, C11H23ClF4I2NO5SSi2.

Geometry as XYZ:
```
50
Properties=species:S:1:pos:R:3:forces:R:3
C -0.175143 0.613239 -3.469803 0.001 0.166 0.111
C -0.090447 -0.597094 -2.545406 0.250 0.381 -0.180
C 1.353699 -1.076768 -2.312805 -0.619 0.091 0.253
Cl 1.335898 -2.879654 -2.167961 0.307 0.038 -0.024
Si 2.040982 -0.342556 -0.729504 -1.492 0.376 -1.395
F 3.425954 -1.068747 -0.453223 0.510 -0.052 0.450
C 2.262849 1.502032 -1.014310 -0.242 -0.544 0.929
C 1.553264 2.412154 0.007202 0.276 0.946 -1.164
O 2.484903 3.408742 0.464002 -0.051 0.222 0.087
C 0.318988 3.122460 -0.588301 -0.531 -1.009 0.990
N -0.908652 2.397578 -0.200178 0.413 0.256 -0.269
O 0.906090 -0.644522 0.426709 1.602 0.008 0.747
Si 1.327619 -1.346504 1.893653 -1.422 -1.246 -0.018
C 0.824537 -3.145959 1.764665 0.576 0.501 -0.368
C 0.261850 -0.461723 3.210942 1.072 0.349 0.194
I -0.798537 -1.820784 4.502660 -0.047 0.055 -0.148
C 0.911248 0.592610 4.145188 -1.191 0.216 -0.122
C -0.069232 1.750719 4.318594 0.270 -0.007 -0.608
I 2.738774 1.474108 3.424148 0.143 -0.103 0.155
H -0.073903 1.537031 -2.908274 0.121 0.259 -0.054
H -1.134640 0.659115 -3.966370 -0.339 -0.099 0.007
H 0.583735 0.608177 -4.248995 0.203 -0.053 -0.099
H -0.697686 -1.380505 -2.966688 -0.019 -0.380 -0.038
H -0.561309 -0.343273 -1.603621 -0.243 -0.172 0.229
H 1.929945 -0.787799 -3.185364 0.371 -0.349 -0.145
H 3.329617 1.690149 -0.960131 0.254 0.155 -0.025
H 1.915113 1.764867 -2.004493 0.119 -0.116 -0.399
H 1.168741 1.876871 0.856464 0.212 -0.145 0.489
H 2.422553 4.172019 -0.131894 0.080 -0.372 0.209
H 0.268903 4.079965 -0.084459 0.052 0.419 -0.150
H 0.408693 3.233997 -1.665566 0.087 0.287 -0.179
H -1.277706 1.837065 -0.957776 -0.185 -0.027 0.111
H -1.608036 3.053827 0.112521 -0.216 -0.163 -0.172
H 2.764317 -1.348994 2.186938 0.106 0.304 0.011
H 1.495156 -3.581328 1.024050 0.093 -0.095 -0.163
H 0.980728 -3.687060 2.689431 -0.175 -0.116 0.220
H -0.179865 -3.259576 1.374587 -0.307 -0.058 0.148
H -0.506565 0.061447 2.656173 -0.323 -0.065 -0.271
H 1.072738 0.169157 5.120975 0.728 -0.228 0.157
H -0.137933 2.264160 3.364648 -0.083 0.255 -0.156
H 0.261659 2.464707 5.061414 -0.058 0.075 0.260
H -1.060897 1.362699 4.521014 -0.190 -0.081 0.403
C -3.811414 -3.378556 -2.047369 0.019 -0.112 -0.028
F -4.026143 -3.627001 -3.356843 0.053 -0.017 0.257
F -4.699258 -4.113860 -1.347941 0.188 0.080 -0.157
F -2.579971 -3.839847 -1.748012 -0.234 0.032 -0.077
S -3.970484 -1.583008 -1.664700 -0.166 0.408 0.168
O -5.331178 -1.281028 -2.049740 0.029 -0.121 -0.082
O -2.944950 -0.989123 -2.502444 -0.099 -0.033 -0.085
O -3.704606 -1.523625 -0.243805 0.097 -0.115 -0.007
```
Positions in Å, forces in eV/Å.

Values from the calculation:
HOMO, eV: -5.972
DFT total energy, eV: -89699.710
Maximum force, eV/Å: 2.1
Total charge: -1
ΔE to the lowest compared entry with this formula, charge and spin, kJ/mol: 72.8

Results of the natural (NBO) charge analysis, in e, for atoms 1 through 4: C -0.606; C -0.439; C -0.678; Cl -0.081

***

Which of these has the highest DFT total energy? C11H23BiClNO2P2